2 unconnected molecules or ions with the total composition C5H11NO in a non-equilibrium geometry, computed with ωB97M-V/def2-TZVPD.

Each line ends with the Löwdin spin population.
CARTESIAN COORDINATES (ANGSTROEM)
C  -2.392  0.722  -0.308  0.09
N  -1.919  -0.571  0.100  0.71
C  -0.463  -0.669  -0.111  0.06
C  0.363  0.523  0.597  0.02
C  1.751  0.692  0.126  0.03
O  1.955  0.922  -0.986  0.02
C  -0.127  -1.961  0.565  0.00
H  -3.468  0.724  -0.189  0.00
H  5.887  1.779  -0.103  0.00
H  -2.052  1.584  0.262  0.03
H  -2.175  0.978  -1.352  0.03
H  -0.226  -0.538  -1.216  0.02
H  -0.161  1.489  0.322  0.00
H  0.200  0.330  1.682  0.00
H  5.212  1.705  -0.431  0.00
H  -0.445  -2.093  1.606  0.00
H  -0.537  -2.944  0.159  0.00
H  0.976  -2.131  0.638  0.00

Computed properties:
**Total charge**: +1
**2S+1**: 2
**Highest occupied orbital energy (spin up / spin down)**: -14.4 / -14.8 eV
**Maximum force**: 6.5 eV/Å